{"formula": "C3H5NS3", "method": "ωB97M-V/def2-TZVPD", "species": ["C", "S", "C", "S", "N", "C", "S", "H", "H", "H", "H", "H"], "coordinates": [[1.0843, -0.9967, 1.0569], [1.0745, -1.2465, -0.7294], [0.2083, 0.1680, -1.4694], [0.5499, 0.6754, -3.0788], [-0.5107, 1.0415, -0.6020], [-1.5478, 0.6075, 0.2179], [-1.9621, -0.9170, 0.7614], [0.4542, -1.6748, 1.6059], [0.7814, 0.0655, 1.2395], [2.2489, -1.1477, 1.2208], [-0.3755, 2.0378, -0.9863], [-2.0054, 1.3870, 0.7634]], "forces_ev_per_a": [[2.56, 1.20, -0.42], [-1.21, 1.08, -1.29], [1.67, 0.34, -0.87], [-0.75, -1.06, 2.78], [-0.01, -0.07, -1.35], [1.19, -1.29, 0.59], [0.16, 1.45, -1.15], [-0.02, -0.30, 0.05], [0.56, -1.02, 0.15], [-2.51, 0.36, 0.35], [-1.06, -1.92, 1.15], [-0.59, 1.22, 0.02]], "homo_lumo_gap_ev": 7.692, "total_energy_ha": -1366.56935, "total_charge": 0, "smiles": "CSC(=S)NC=S", "lumo_energy_ev": -1.001}

---

{"formula": "C3H4N2O", "method": "ωB97M-V/def2-TZVPD", "species": ["N", "C", "C", "N", "C", "O", "H", "H", "H", "H"], "coordinates": [[-1.4322, 2.3289, -0.8285], [-1.1998, 1.2364, -0.5345], [-0.9029, -0.1505, -0.1238], [0.2984, -0.2497, 0.6701], [1.4910, -0.5713, 0.0821], [1.6111, -0.9009, -1.0773], [-0.7517, -0.7602, -1.0187], [-1.7631, -0.5463, 0.4248], [0.3011, 0.1397, 1.6009], [2.3362, -0.5211, 0.7917]], "forces_ev_per_a": [[0.20, -0.95, 0.26], [-0.19, 0.82, -0.23], [-0.12, -0.06, -0.09], [0.12, 0.05, 0.02], [-0.01, -0.07, -0.15], [-0.04, 0.12, 0.41], [-0.05, 0.10, 0.09], [0.13, 0.07, -0.08], [0.05, -0.07, -0.13], [-0.09, -0.01, -0.11]], "homo_lumo_gap_ev": 11.257, "total_energy_ha": -301.46106, "total_charge": 0, "smiles": "N#CCNC=O", "lumo_energy_ev": 0.590}

---

{"formula": "C51H95F3N2O20S", "method": "ωB97M-V/def2-TZVPD", "species": ["C", "C", "C", "C", "C", "C", "F", "C", "O", "N", "C", "C", "C", "C", "C", "C", "C", "C", "C", "C", "C", "C", "O", "C", "N", "C", "O", "F", "C", "O", "F", "S", "C", "O", "O", "H", "H", "H", "H", "H", "H", "H", "H", "H", "H", "H", "H", "H", "H", "H", "H", "H", "H", "H", "H", "H", "H", "H", "H", "H", "C", "O", "C", "C", "O", "C", "H", "H", "H", "H", "H", "H", "H", "H", "H", "H", "C", "O", "C", "C", "O", "C", "H", "H", "H", "H", "H", "H", "H", "H", "H", "H", "C", "O", "C", "C", "O", "C", "H", "H", "H", "H", "H", "H", "H", "H", "H", "H", "C", "O", "C", "C", "O", "C", "H", "H", "H", "H", "H", "H", "H", "H", "H", "H", "C", "O", "C", "C", "O", "C", "H", "H", "H", "H", "H", "H", "H", "H", "H", "H", "C", "O", "C", "C", "O", "C", "H", "H", "H", "H", "H", "H", "H", "H", "H", "H", "C", "O", "C", "C", "O", "C", "H", "H", "H", "H", "H", "H", "H", "H", "H", "H"], "coordinates": [[5.3250, 2.3972, 0.7338], [4.0868, 2.2247, 1.1741], [2.7577, 2.4998, 2.0883], [3.1485, 2.1834, 3.6205], [4.6810, 1.8589, 3.9480], [5.1029, 0.2926, 3.7006], [4.8136, 2.0206, 5.4192], [1.9293, 1.1302, 1.6774], [2.2990, -0.0770, 1.8364], [0.7382, 1.7201, 1.0609], [0.4103, 3.0925, 1.6496], [-0.2885, 2.5648, 3.0372], [-1.4821, 1.4721, 2.8263], [-1.3076, -0.1042, 2.7236], [-2.6033, -1.0351, 2.5425], [-4.0903, -0.4796, 2.5032], [-5.4200, -1.3696, 2.3419], [-4.2714, 1.0845, 2.6071], [-2.9861, 2.0352, 2.7610], [-0.7084, 3.5842, 0.6402], [-1.5943, 4.9194, 1.3150], [-2.7376, 5.5898, 0.2476], [-1.3320, 6.2765, 0.6673], [1.8759, 3.8490, 1.7382], [2.0551, 5.0824, 2.4981], [3.3657, 5.4340, 3.0171], [3.4189, 6.4427, 3.8131], [4.6382, 4.8610, 2.7109], [1.0602, 5.4971, 3.4752], [1.0287, 4.9371, 4.6288], [0.1044, 6.5842, 3.3259], [2.3407, 4.5111, 0.0060], [2.1630, 3.2878, -1.3609], [3.7470, 5.0646, -0.0771], [1.4433, 5.7230, -0.3070], [6.3818, 2.6067, 0.3164], [2.8318, 3.0709, 4.3126], [2.5224, 1.2781, 4.0115], [5.4562, 2.5967, 3.5153], [5.9733, -0.0134, 4.4105], [4.2075, -0.3834, 3.9916], [5.3299, 0.0696, 2.5927], [0.5399, 1.5807, 0.0652], [-0.7853, 3.4310, 3.6439], [0.4450, 2.0734, 3.7733], [-0.2569, -0.5837, 2.7765], [-2.4712, -2.1832, 2.4607], [-5.4037, -2.2684, 3.0892], [-6.3701, -0.7619, 2.6425], [-5.5396, -1.8434, 1.2917], [-5.3542, 1.5117, 2.5988], [-3.2305, 3.1704, 2.8385], [-0.3897, 3.9401, -0.3976], [-1.5548, 2.8044, 0.4427], [-1.8975, 4.8665, 2.4917], [-2.5003, 5.5869, -0.8770], [-3.2657, 6.5380, 0.6394], [1.1040, 2.8968, -1.5660], [2.4971, 3.8325, -2.3389], [2.8503, 2.3558, -1.2896], [5.5678, -4.3341, 2.3553], [4.4176, -3.7101, 2.9148], [3.6750, -2.9784, 1.9387], [2.4528, -3.7639, 1.4645], [2.8366, -4.9386, 0.7472], [2.7565, -6.1107, 1.5475], [5.9376, -5.0721, 3.0702], [5.3417, -4.8458, 1.4149], [6.3477, -3.5828, 2.1879], [4.3124, -2.6959, 1.0938], [3.3338, -2.0591, 2.4224], [1.8825, -3.1384, 0.7715], [1.7992, -4.0183, 2.3063], [1.7090, -6.4112, 1.6555], [3.2001, -5.9648, 2.5349], [3.3004, -6.9094, 1.0383], [-3.5793, 1.8588, -1.3130], [-4.7191, 2.4831, -0.7483], [-5.4833, 3.1973, -1.7205], [-6.7094, 2.3988, -2.1613], [-6.3315, 1.2170, -2.8689], [-6.3907, 0.0558, -2.0496], [-3.1977, 1.1320, -0.5915], [-3.8135, 1.3355, -2.2449], [-2.8066, 2.6144, -1.4985], [-4.8632, 3.4716, -2.5809], [-5.8213, 4.1223, -1.2426], [-7.2958, 3.0113, -2.8522], [-7.3462, 2.1521, -1.3046], [-7.4344, -0.2489, -1.9190], [-5.9309, 0.2190, -1.0722], [-5.8509, -0.7474, -2.5563], [9.7901, -9.1057, 1.1465], [8.7187, -8.9321, 0.2264], [7.4584, -8.8006, 0.8842], [7.0201, -7.3383, 0.9622], [7.8899, -6.5800, 1.8028], [8.8333, -5.8201, 1.0577], [10.7282, -8.9401, 0.6123], [9.7359, -8.3980, 1.9790], [9.7800, -10.1310, 1.5330], [7.4880, -9.2550, 1.8804], [6.7279, -9.3535, 0.2852], [6.0237, -7.2955, 1.4118], [6.9593, -6.8931, -0.0372], [8.3396, -4.9429, 0.6260], [9.2979, -6.4079, 0.2629], [9.6154, -5.4826, 1.7409], [-4.0512, -2.2925, -6.9165], [-4.6451, -1.8733, -5.6934], [-5.2687, -0.5930, -5.8068], [-6.7850, -0.7238, -5.9651], [-7.1248, -1.3467, -7.2046], [-7.4446, -2.7232, -7.0481], [-3.8290, -3.3591, -6.8393], [-4.7170, -2.1383, -7.7707], [-3.1144, -1.7471, -7.0760], [-4.8354, -0.0188, -6.6330], [-5.0590, -0.0536, -4.8778], [-7.2226, 0.2781, -5.9804], [-7.2224, -1.2704, -5.1224], [-8.4484, -2.8211, -6.6218], [-6.7238, -3.2425, -6.4127], [-7.4350, -3.1900, -8.0353], [-0.2223, 0.4163, 9.2158], [-1.5239, 0.1830, 8.6902], [-1.8902, 1.1514, 7.7066], [-1.7207, 0.6003, 6.2911], [-0.3455, 0.3575, 5.9905], [-0.0022, -1.0154, 6.1144], [0.0944, -0.4809, 9.7520], [0.5078, 0.6250, 8.4283], [-0.2552, 1.2553, 9.9197], [-1.3198, 2.0773, 7.8383], [-2.9478, 1.3834, 7.8674], [-2.0755, 1.3500, 5.5781], [-2.3173, -0.3075, 6.1495], [-0.3821, -1.5669, 5.2479], [-0.3963, -1.4576, 7.0319], [1.0869, -1.0960, 6.1322], [4.6568, -1.9270, -1.6067], [5.7091, -2.8301, -1.2879], [5.6471, -4.0269, -2.0644], [6.6459, -3.9934, -3.2210], [6.3030, -2.9865, -4.1737], [7.0828, -1.8078, -4.0188], [4.9042, -0.9513, -1.1819], [4.5263, -1.8113, -2.6867], [3.7217, -2.2809, -1.1580], [4.6298, -4.2039, -2.4292], [5.9121, -4.8532, -1.3968], [6.6085, -4.9536, -3.7433], [7.6677, -3.8485, -2.8528], [8.0862, -1.9751, -4.4241], [7.1561, -1.4983, -2.9738], [6.6045, -1.0055, -4.5846], [-9.5165, 6.4230, -7.1375], [-8.2471, 6.2260, -7.7494], [-7.1745, 6.3314, -6.8132], [-6.6692, 4.9533, -6.3867], [-7.6612, 4.2438, -5.6441], [-8.3456, 3.2829, -6.4385], [-10.2863, 6.0787, -7.8315], [-9.6147, 5.8604, -6.2043], [-9.6686, 7.4904, -6.9423], [-7.4719, 6.9269, -5.9433], [-6.3613, 6.8610, -7.3196], [-5.8085, 5.0859, -5.7247], [-6.3415, 4.3699, -7.2541], [-7.7042, 2.4084, -6.5889], [-8.6458, 3.6890, -7.4068], [-9.2436, 2.9718, -5.9005]], "forces_ev_per_a": [[-6.46, -0.63, 2.17], [6.35, 2.69, -1.27], [2.69, -3.07, 0.15], [0.01, 0.80, 1.62], [0.84, -1.12, 0.95], [-0.68, 0.17, 0.31], [-0.49, -0.08, -2.14], [-0.24, -0.53, -0.94], [-1.98, 5.73, -0.98], [2.15, -0.50, 0.60], [-1.24, -2.62, -1.00], [-1.33, 0.22, 1.39], [-3.54, -1.68, -0.68], [-3.72, 1.62, -0.25], [-0.43, 3.01, 0.42], [2.58, 2.92, 0.15], [0.33, -0.50, 0.83], [3.70, -1.64, 0.25], [-0.13, -3.42, -0.17], [-2.62, 2.64, 0.76], [-1.27, 1.81, -3.11], [4.77, 2.82, 1.55], [-0.94, -4.29, 1.97], [-0.49, -2.65, -0.84], [1.46, -0.69, 0.64], [1.88, 5.97, 4.08], [-0.47, -5.52, -4.26], [-4.30, 0.42, -0.05], [-1.74, -0.92, 7.36], [-0.07, 2.86, -6.59], [3.38, -3.22, -0.93], [1.14, 6.50, -3.34], [0.23, -1.51, -1.76], [-2.70, -2.71, 1.10], [1.20, -4.57, 1.28], [-2.50, -0.72, 0.84], [0.65, -1.42, -1.26], [1.17, 1.61, -0.86], [-1.57, -1.22, 0.57], [-1.41, 0.83, -1.46], [1.40, 1.20, -0.45], [-0.21, 0.49, 1.84], [0.01, -0.35, 0.80], [1.03, -1.53, -1.16], [-0.77, 0.83, -1.30], [-2.00, 0.90, -0.14], [-0.09, 2.22, 0.18], [0.16, 1.61, -1.32], [1.86, -0.92, -0.81], [0.25, 1.06, 1.66], [2.32, -0.67, -0.03], [0.73, -2.25, -0.15], [-0.01, -0.29, 1.74], [1.88, 1.02, 0.90], [0.87, 0.43, -3.17], [-1.15, -0.90, 1.73], [-0.46, -2.49, -0.65], [1.42, 0.94, 0.66], [-0.55, -0.50, 2.12], [-0.99, 1.77, 0.41], [0.01, 0.01, 0.30], [0.03, -0.13, -0.50], [-0.36, -0.09, 0.54], [0.49, 0.14, -0.37], [-0.02, -0.05, 0.38], [-0.01, 0.04, -0.21], [-0.04, 0.13, -0.02], [-0.02, 0.09, 0.01], [0.04, -0.10, -0.11], [-0.03, -0.12, 0.00], [0.01, -0.09, -0.10], [-0.02, 0.04, 0.03], [0.10, 0.00, 0.01], [0.02, -0.08, 0.10], [-0.01, 0.06, 0.00], [-0.07, 0.10, -0.06], [0.01, -0.01, 0.21], [-0.02, -0.04, -0.40], [-0.36, -0.19, 0.45], [0.35, 0.16, -0.45], [0.03, -0.01, 0.42], [-0.03, -0.04, -0.22], [-0.06, 0.08, 0.05], [-0.01, 0.07, 0.03], [0.08, -0.05, -0.15], [-0.06, -0.11, -0.01], [-0.01, 0.00, -0.04], [0.01, 0.03, 0.00], [0.13, 0.00, 0.02], [0.02, -0.06, 0.10], [-0.01, 0.05, 0.00], [-0.06, 0.09, -0.05], [0.02, -0.07, -0.17], [-0.05, 0.14, 0.47], [0.04, 0.27, -0.55], [0.17, -0.26, 0.54], [0.06, -0.13, -0.44], [-0.05, 0.10, 0.18], [-0.14, -0.05, -0.04], [-0.06, -0.05, -0.05], [0.06, 0.06, 0.09], [0.03, 0.12, -0.01], [-0.02, 0.02, 0.03], [-0.04, -0.01, -0.02], [0.07, -0.08, 0.01], [0.07, 0.03, -0.09], [-0.05, -0.03, 0.00], [-0.15, -0.03, 0.02], [0.05, -0.07, 0.18], [-0.10, 0.15, -0.44], [-0.28, -0.30, 0.50], [0.35, 0.23, -0.47], [0.13, -0.24, 0.34], [-0.08, 0.13, -0.17], [0.00, 0.11, 0.09], [0.02, 0.04, 0.08], [-0.02, -0.03, -0.12], [-0.10, -0.08, -0.04], [-0.07, 0.06, -0.04], [0.02, -0.02, 0.08], [0.11, -0.01, -0.03], [0.02, -0.12, 0.04], [0.00, 0.05, 0.03], [-0.03, 0.13, 0.05], [-0.12, -0.08, 0.10], [0.32, 0.26, -0.23], [-0.22, -0.55, -0.08], [0.28, 0.49, 0.20], [-0.18, -0.21, 0.16], [0.16, 0.08, -0.16], [-0.13, 0.07, -0.03], [-0.08, 0.02, 0.02], [0.13, 0.00, -0.04], [0.05, -0.08, -0.07], [0.01, 0.02, -0.05], [-0.06, -0.04, -0.01], [0.06, 0.04, 0.06], [-0.03, -0.12, 0.05], [-0.05, 0.05, -0.01], [-0.07, 0.09, -0.05], [0.07, -0.01, 0.16], [-0.24, 0.03, -0.38], [0.52, 0.12, 0.15], [-0.56, 0.04, -0.13], [0.20, 0.10, 0.39], [-0.08, -0.07, -0.20], [0.03, -0.12, 0.07], [0.03, -0.08, 0.05], [-0.06, 0.06, -0.10], [0.08, 0.05, -0.03], [-0.03, -0.02, -0.02], [0.01, -0.02, 0.03], [-0.09, 0.04, 0.05], [0.05, 0.10, 0.07], [0.00, -0.06, 0.02], [0.01, -0.15, -0.02], [0.02, 0.04, -0.18], [-0.05, -0.06, 0.50], [0.11, -0.34, -0.49], [-0.28, 0.30, 0.40], [0.02, 0.05, -0.38], [0.01, -0.06, 0.19], [0.14, 0.06, -0.01], [0.06, 0.04, -0.04], [-0.08, -0.05, 0.08], [-0.02, -0.12, 0.00], [0.01, -0.01, 0.04], [0.03, 0.02, -0.02], [-0.09, 0.08, 0.00], [-0.07, -0.02, -0.12], [0.06, 0.03, 0.01], [0.13, 0.04, 0.05]], "homo_lumo_gap_ev": 8.074, "total_energy_ha": -4311.32993, "total_charge": 0, "smiles": "C#C[C@]1(C[C@H](C)F)C(=O)N[C@](Cc2ccc(C)cc2)(C[C@@H]2CO2)[C@]1(N(C(=O)F)C(=O)F)S(C)(=O)=O.COCCOC.COCCOC.COCCOC.COCCOC.COCCOC.COCCOC.COCCOC", "lumo_energy_ev": -0.830}

---

{"formula": "C15H16BrN4O4RhS", "method": "ωB97M-V/def2-TZVPD", "species": ["Rh", "O", "C", "C", "C", "C", "C", "C", "C", "O", "N", "O", "O", "H", "H", "H", "H", "Br", "C", "C", "C", "C", "N", "C", "H", "H", "H", "H", "C", "N", "C", "S", "N", "C", "H", "H", "H", "H", "H", "H", "H", "H"], "coordinates": [[-1.2802, 0.7425, -0.4439], [-0.4973, 1.3798, 1.5333], [0.1166, 0.6847, 2.3277], [0.8693, -0.5441, 2.0216], [1.6108, -1.0612, 3.0364], [2.3928, -2.2193, 2.8313], [2.4270, -2.9105, 1.6254], [1.6832, -2.4271, 0.5800], [0.8890, -1.2141, 0.7183], [0.2695, -0.8051, -0.2818], [3.2194, -2.7056, 3.9689], [3.1836, -2.0271, 4.9721], [3.9107, -3.6698, 3.7579], [0.1355, 1.0003, 3.3794], [1.6195, -0.5891, 4.0133], [3.0324, -3.8032, 1.5428], [1.6565, -2.9303, -0.3788], [-5.7087, -2.6876, 1.2472], [-5.0963, -1.3582, 0.0847], [-5.9192, -0.8145, -0.8875], [-5.4071, 0.1708, -1.7162], [-4.0990, 0.5762, -1.5533], [-3.3070, 0.0420, -0.6082], [-3.7978, -0.9113, 0.1983], [-6.9401, -1.1564, -0.9934], [-6.0182, 0.6219, -2.4855], [-3.6697, 1.3429, -2.1827], [-3.1426, -1.3244, 0.9532], [1.4761, 0.4028, -3.3946], [1.9539, 1.4160, -2.4441], [1.1907, 2.2752, -1.7936], [-0.5469, 2.3327, -2.0251], [1.7504, 3.1700, -0.9949], [3.1875, 3.2814, -0.7580], [2.3423, -0.0056, -3.9064], [0.8136, 0.8527, -4.1270], [0.9515, -0.3980, -2.8791], [2.9511, 1.4737, -2.3046], [1.1283, 3.8356, -0.5655], [3.7213, 3.5263, -1.6783], [3.5881, 2.3534, -0.3435], [3.3596, 4.0812, -0.0459]], "forces_ev_per_a": [[0.02, 0.20, 0.25], [-0.25, -0.09, 0.01], [0.15, -0.06, -0.07], [-0.26, 0.07, -0.27], [0.18, -0.15, 0.33], [-0.10, -0.11, 0.10], [0.02, 0.02, 0.15], [-0.02, 0.14, 0.06], [0.20, -0.06, 0.17], [-0.20, -0.17, -0.25], [0.40, 0.43, -0.16], [-0.15, -0.19, 0.00], [-0.19, -0.11, 0.05], [0.11, 0.00, 0.01], [0.08, -0.10, -0.01], [0.00, 0.00, 0.00], [-0.02, 0.07, 0.02], [-0.03, -0.05, 0.04], [-0.08, -0.11, 0.09], [-0.07, 0.08, -0.13], [-0.10, -0.03, -0.01], [0.05, -0.07, 0.13], [0.05, 0.02, -0.23], [0.17, 0.17, -0.08], [0.00, 0.01, 0.00], [0.02, 0.00, 0.01], [0.04, 0.01, -0.02], [0.05, 0.00, 0.00], [0.05, 0.11, 0.05], [-0.14, -0.26, -0.09], [-0.01, 0.03, -0.15], [0.05, 0.07, -0.12], [0.10, -0.02, 0.16], [-0.05, 0.03, -0.09], [0.02, 0.00, 0.01], [-0.02, 0.05, -0.02], [-0.01, -0.02, 0.05], [0.03, 0.03, -0.04], [-0.03, 0.04, 0.00], [-0.03, 0.01, -0.02], [-0.03, 0.02, 0.02], [-0.01, 0.00, 0.02]], "spin_multiplicity": 5, "homo_lumo_gap_ev": [7.776, 5.028], "total_energy_ha": -4183.22084, "total_charge": 2, "lumo_energy_ev": [-7.155, -9.891]}